# 1
Formula: C36H33BN10P2Ti
Source: OMol25
Level of theory: wB97M-V/def2-TZVPD

Output
Orbital gap (alpha / beta), eV: 7.8 / 8.3
Energy above the lowest of the compared OMol25 structures with the same formula, charge and spin, kcal/mol: 13.71
M, g/mol: 726.4
2S+1: 2
⟨S²⟩: 0.7535
LUMO energy (alpha / beta), eV: -3.3 / -3.0
Net charge: +1
E_HOMO (alpha / beta), eV: -11.111 / -11.303

The geometry in XYZ format:
```
83
C36H33BN10P2Ti (wB97M-V/def2-TZVPD)
Ti 1.2648 -0.9967 0.0963
C 0.8945 1.6233 3.6037
C 0.3137 0.6607 2.7868
N 1.1917 0.2133 1.8899
N 2.3556 0.8827 2.1142
C 2.1945 1.7213 3.1450
B 3.7002 0.4321 1.4903
N 3.8354 -1.0745 1.7363
C 4.8329 -1.7724 2.2953
C 4.5454 -3.1193 2.1918
C 3.3209 -3.1596 1.5341
N 2.8983 -1.9265 1.2613
N 3.7390 0.6666 -0.0423
C 4.6522 1.2911 -0.7938
C 4.3944 1.0201 -2.1282
C 3.2829 0.1857 -2.1047
N 2.9034 -0.0350 -0.8459
H 0.4378 2.1520 4.4185
H -0.6883 0.2646 2.8056
H 3.0261 2.3114 3.4880
H 4.5897 1.0406 1.9974
H 5.6706 -1.2578 2.7304
H 5.1293 -3.9457 2.5494
H 2.7270 -4.0145 1.2561
H 5.4209 1.8835 -0.3294
H 4.9379 1.3680 -2.9866
H 2.7379 -0.2647 -2.9203
C -2.9100 0.9575 -1.3963
N -1.7050 0.4629 -0.7138
P -0.1507 1.0967 -0.9368
C -0.0248 2.6975 -0.1157
C 1.2461 3.2187 0.1181
C 1.3931 4.4356 0.7644
C 0.2744 5.1317 1.1938
C -0.9947 4.6138 0.9744
C -1.1454 3.4025 0.3212
C 0.0183 1.4250 -2.7051
C 0.5194 2.6289 -3.1879
C 0.7381 2.7942 -4.5483
C 0.4543 1.7632 -5.4292
C -0.0532 0.5618 -4.9526
C -0.2656 0.3907 -3.5968
P -1.5863 -1.0404 0.0846
C -2.5842 -2.1821 -0.9082
C -3.9176 -2.4167 -0.5686
C -4.7083 -3.2384 -1.3548
C -4.1749 -3.8342 -2.4888
C -2.8519 -3.6039 -2.8352
C -2.0598 -2.7837 -2.0508
C -2.5084 -0.9192 1.6373
C -3.0826 0.2824 2.0494
C -3.7031 0.3699 3.2868
C -3.7428 -0.7378 4.1213
C -3.1579 -1.9311 3.7201
C -2.5411 -2.0240 2.4847
H -2.6179 1.6436 -2.1916
H -3.5843 1.4728 -0.7119
H -3.4466 0.1226 -1.8471
H 2.1268 2.6725 -0.2037
H 2.3833 4.8347 0.9375
H 0.3900 6.0776 1.7046
H -1.8667 5.1567 1.3107
H -2.1391 3.0082 0.1596
H 0.7378 3.4445 -2.5117
H 1.1238 3.7339 -4.9169
H 0.6218 1.8980 -6.4884
H -0.2844 -0.2413 -5.6388
H -0.6684 -0.5490 -3.2373
H -4.3437 -1.9636 0.3174
H -5.7385 -3.4148 -1.0792
H -4.7887 -4.4815 -3.0992
H -2.4300 -4.0734 -3.7134
H -1.0264 -2.6253 -2.3281
H -3.0215 1.1606 1.4213
H -4.1506 1.3034 3.6000
H -4.2224 -0.6683 5.0872
H -3.1719 -2.7927 4.3724
H -2.0763 -2.9619 2.2025
N 1.1028 -2.7061 -0.9978
C 0.6209 -3.6105 -0.3943
N 0.0261 -4.5890 0.1080
C -0.1985 -4.7020 1.4052
N -0.4416 -4.8217 2.5265
```

# 2
Formula: C36H33BO6
Source: OMol25
Level of theory: wB97M-V/def2-TZVPD

Output
Orbital gap, eV: 3.1
Energy above the lowest of the compared OMol25 structures with the same formula, charge and spin, kcal/mol: 183.20
M, g/mol: 572.5
LUMO energy, eV: -1.2
Net charge: 0
E_HOMO, eV: -4.313

The geometry in XYZ format:
```
76
C36H33BO6 (wB97M-V/def2-TZVPD)
C -5.3272 -3.2935 4.7220
C -4.1742 -2.4684 4.5510
C -3.0345 -2.3208 5.3102
C -2.1341 -1.5818 4.5530
C -2.7417 -1.3399 3.3386
B 1.5210 -0.1599 2.7958
C 1.0651 0.5395 4.0709
C 0.4767 1.7269 4.6854
C 1.1314 1.8772 5.9700
C 1.8964 0.7755 6.1877
C 2.9003 0.3559 7.1285
O 1.7819 -0.0996 5.1357
C 1.0515 -1.7627 2.8091
C 0.0785 -2.8397 2.4793
C 0.8592 -4.0707 2.4744
C 2.1452 -3.7909 2.8113
C 3.4708 -4.3661 2.8475
O 2.2348 -2.4436 3.0466
C -2.2200 -0.4554 2.3460
C -2.7988 -0.7869 1.0329
C -3.7936 0.1461 0.8775
C -3.7617 1.0908 1.9305
C -4.6003 2.1470 2.3663
O -2.7449 0.8650 2.7966
O -4.0223 -1.8800 3.3237
H -5.5044 -3.3479 5.7834
H -6.2322 -2.9617 4.2259
H -5.0952 -4.3042 4.3904
H -2.8168 -2.7468 6.2642
H -1.1234 -1.1940 4.8116
H -0.3206 2.3669 4.2481
H 1.0651 2.7342 6.6305
H 3.4333 1.2101 7.4975
H 2.4589 -0.1386 7.9835
H 3.5970 -0.3204 6.6513
H -1.0291 -2.8290 2.2751
H 0.4809 -5.0745 2.2043
H 3.4708 -5.4159 3.0882
H 3.9133 -4.3026 1.8556
H 4.1427 -3.8664 3.5274
H -2.2989 -1.6457 0.5380
H -4.4178 0.1516 0.0066
H -5.1562 2.5375 1.5340
H -5.2596 1.6494 3.0748
H -4.0246 2.9330 2.8694
C -2.6477 5.3387 -5.3989
O -2.8836 5.4357 -3.9755
C -2.6296 4.2962 -3.2566
C -2.7936 4.3911 -1.8501
C -2.4945 3.3021 -1.0612
C -2.0624 2.0748 -1.6424
C -1.5542 0.9470 -0.8304
O -0.8849 -0.0212 -1.5519
C 0.2811 -0.4273 -0.8906
C 0.4622 -0.2191 0.4804
C 1.7708 -0.0382 0.8654
C 2.8590 -0.3953 0.0701
C 2.6399 -0.9008 -1.1894
C 1.3259 -0.9164 -1.6784
C -0.7648 0.0787 1.4907
C -1.5288 0.9337 0.5521
C -1.9165 1.9944 -3.0340
C -2.1519 3.0863 -3.8428
H -3.0263 6.2868 -5.7769
H -1.5699 5.2303 -5.6077
H -3.2022 4.4880 -5.8313
H -3.1135 5.3552 -1.4628
H -2.5681 3.4230 0.0186
H 2.0454 0.3749 1.9451
H 3.8613 -0.3438 0.4664
H 3.4775 -1.2685 -1.7944
H 1.0770 -1.2956 -2.6662
H -0.5497 0.9982 2.1809
H -2.1157 1.7459 0.9400
H -1.5679 1.0821 -3.4846
H -1.9407 3.0205 -4.9077
```

# 3
Formula: C36H33N6O2PPdS2
Source: OMol25
Level of theory: wB97M-V/def2-TZVPD

Output
Orbital gap (alpha / beta), eV: 6.8 / 6.8
Energy above the lowest of the compared OMol25 structures with the same formula, charge and spin, kcal/mol: 53.65
M, g/mol: 783.2
LUMO energy (alpha / beta), eV: -6.1 / -6.1
Net charge: +2
E_HOMO (alpha / beta), eV: -12.829 / -12.829

The geometry in XYZ format:
```
81
C36H33N6O2PPdS2 (wB97M-V/def2-TZVPD)
Pd -0.4061 -1.0690 0.3042
N 2.8401 1.1327 1.9611
C 1.7560 0.3683 1.7329
S 1.8150 -0.8461 0.4686
N 0.7030 0.5191 2.4919
N -0.3184 -0.3447 2.1248
C -1.2454 -0.6512 2.9627
C -1.1169 -0.3822 4.4071
C -2.1585 0.2297 5.1032
C -2.0251 0.4894 6.4581
C -0.8654 0.1179 7.1220
C 0.1691 -0.5037 6.4327
C 0.0517 -0.7416 5.0756
C -2.4734 -1.2323 2.3758
C -3.4239 -1.8859 3.1436
C -4.5956 -2.3115 2.5340
C -4.7825 -2.0596 1.1807
C -3.7631 -1.4450 0.4744
N -2.6308 -1.0473 1.0413
H 3.6441 1.1014 1.3602
H 2.8332 1.7538 2.7521
H -3.0602 0.5268 4.5817
H -2.8244 0.9832 6.9934
H -0.7668 0.3117 8.1815
H 1.0672 -0.8011 6.9561
H 0.8519 -1.2305 4.5350
H -3.2472 -2.0567 4.1952
H -5.3553 -2.8205 3.1112
H -5.6957 -2.3423 0.6766
H -3.8613 -1.2579 -0.5867
O 2.7085 2.4685 -1.4528
C 2.0472 1.9164 -2.2584
O 0.8943 1.1729 -1.8513
C 2.1776 1.8278 -3.7338
C 3.1915 2.4153 -4.4701
C 3.2095 2.1943 -5.8405
C 2.2455 1.3950 -6.4515
C 1.2302 0.8026 -5.7107
C 1.2009 1.0435 -4.3465
P 0.1295 0.4539 -3.0536
C -1.5315 1.0469 -3.1637
C -1.9963 1.6389 -4.3367
C -3.3030 2.1008 -4.3955
C -4.1277 1.9888 -3.2866
C -3.6575 1.4140 -2.1098
C -2.3631 0.9336 -2.0447
C 0.1780 -1.3054 -2.9042
C 1.3242 -1.9532 -2.4974
C 1.4407 -3.3202 -2.6706
C 0.4203 -4.0310 -3.2862
C -0.7202 -3.3830 -3.7190
C -0.8535 -2.0195 -3.5280
H 3.9440 3.0196 -3.9822
H 3.9884 2.6404 -6.4433
H 2.2910 1.2293 -7.5191
H 0.4958 0.1699 -6.1922
H -1.3465 1.7545 -5.1939
H -3.6699 2.5596 -5.3028
H -5.1411 2.3643 -3.3320
H -4.2977 1.3576 -1.2394
H -1.9933 0.5040 -1.1162
H 2.1348 -1.3933 -2.0497
H 2.3311 -3.8298 -2.3300
H 0.5252 -5.0973 -3.4370
H -1.5059 -3.9367 -4.2142
H -1.7479 -1.5104 -3.8659
C -3.4655 -3.7600 -2.0007
N -2.7290 -4.9393 -1.6412
C -3.1829 -6.2641 -2.0625
C -2.1573 -7.2125 -1.4152
N -1.3701 -6.2911 -0.6062
C -1.7220 -5.0088 -0.7566
S -0.9692 -3.7687 0.1149
H -3.6103 -3.7237 -3.0822
H -2.8950 -2.8922 -1.6817
H -4.4497 -3.7528 -1.5238
H -3.1911 -6.3367 -3.1509
H -4.1987 -6.4455 -1.7042
H -1.5338 -7.7106 -2.1577
H -2.6327 -7.9728 -0.7982
H -0.6428 -6.5552 0.0349
```

# 4
Formula: C36H33N7O12
Source: OMol25
Level of theory: wB97M-V/def2-TZVPD

Output
Orbital gap, eV: 8.6
M, g/mol: 755.7
LUMO energy, eV: -1.3
SMILES string: N#C[C@H](CCO)[C@@H](O)C#N.O=[N+]([O-])c1ccccc1.O=[N+]([O-])c1ccccc1.O=[N+]([O-])c1ccccc1.O=[N+]([O-])c1ccccc1.O=[N+]([O-])c1ccccc1
Net charge: 0
E_HOMO, eV: -9.946

The geometry in XYZ format:
```
88
C36H33N7O12 (wB97M-V/def2-TZVPD)
N 0.6028 -6.6410 -0.3405
C 0.1227 -5.8415 0.2761
C -0.4293 -4.6223 1.0141
C 0.8194 -3.8133 1.4726
C 0.5291 -2.6749 2.4886
O 0.7511 -3.1685 3.8305
C -1.3364 -5.1466 2.1961
O -2.6771 -4.7369 1.9339
C -1.3986 -6.6759 2.2295
N -1.2818 -7.7685 2.4500
H -1.0709 -4.0324 0.3400
H 1.2395 -3.3272 0.5732
H 1.6013 -4.5123 1.8262
H -0.4821 -2.2438 2.3657
H 1.2977 -1.8902 2.3507
H -0.0987 -3.2693 4.2763
H -1.0342 -4.7767 3.1896
H -2.8337 -3.9414 2.4783
O -3.6844 -2.2841 3.1540
N -3.7317 -2.7810 4.2720
O -3.1050 -3.7665 4.6123
C -4.5997 -2.1458 5.2645
C -5.3540 -1.0408 4.8998
C -6.1920 -0.4564 5.8361
C -6.2661 -0.9750 7.1229
C -5.4980 -2.0764 7.4792
C -4.6597 -2.6680 6.5476
H -5.3012 -0.6323 3.8999
H -6.7909 0.4026 5.5625
H -6.9262 -0.5194 7.8510
H -5.5563 -2.4759 8.4833
H -4.0669 -3.5271 6.8308
O 5.3183 -1.0320 0.2481
N 4.7463 -2.1055 0.2091
O 4.0371 -2.5452 1.0943
C 4.9237 -2.9351 -0.9892
C 5.7517 -2.4921 -2.0086
C 5.9329 -3.2906 -3.1277
C 5.2852 -4.5165 -3.2203
C 4.4499 -4.9455 -2.1968
C 4.2666 -4.1534 -1.0738
H 6.2585 -1.5392 -1.9430
H 6.5821 -2.9588 -3.9280
H 5.4331 -5.1406 -4.0936
H 3.9439 -5.8996 -2.2725
H 3.6168 -4.4954 -0.2793
O -0.1121 -2.2267 -0.8280
N -0.9722 -1.3674 -0.9267
O -1.2462 -0.5676 -0.0512
C -1.7285 -1.2981 -2.1804
C -1.4678 -2.2182 -3.1849
C -2.2022 -2.1619 -4.3588
C -3.1821 -1.1896 -4.5203
C -3.4265 -0.2677 -3.5107
C -2.6979 -0.3207 -2.3333
H -0.7064 -2.9772 -3.0655
H -2.0134 -2.8778 -5.1483
H -3.7581 -1.1512 -5.4371
H -4.1877 0.4904 -3.6408
H -2.8956 0.3985 -1.5513
O -2.0441 2.7844 -2.6591
N -0.9887 3.3802 -2.5388
O -0.2801 3.7197 -3.4687
C -0.5373 3.7060 -1.1811
C -1.2970 3.3031 -0.0941
C -0.8520 3.5939 1.1863
C 0.3394 4.2850 1.3689
C 1.0875 4.6928 0.2715
C 0.6487 4.4016 -1.0103
H -2.2249 2.7649 -0.2286
H -1.4327 3.2788 2.0438
H 0.6873 4.5059 2.3707
H 2.0138 5.2336 0.4171
H 1.2347 4.7165 -1.8595
O 4.2349 9.0911 -0.7014
N 3.6790 8.1123 -1.1587
O 3.4987 7.0730 -0.5455
C 3.1973 8.1880 -2.5440
C 3.4180 9.3428 -3.2781
C 2.9821 9.4023 -4.5932
C 2.3289 8.3147 -5.1595
C 2.1051 7.1666 -4.4108
C 2.5414 7.1011 -3.0967
H 3.9256 10.1929 -2.8435
H 3.1540 10.2963 -5.1787
H 1.9941 8.3618 -6.1888
H 1.5934 6.3210 -4.8529
H 2.3680 6.2055 -2.5214
```

# 5
Formula: C36H34AsBaN6O8S2
Source: OMol25
Level of theory: wB97M-V/def2-TZVPD

Output
Orbital gap, eV: 7.9
Energy above the lowest of the compared OMol25 structures with the same formula, charge and spin, kcal/mol: 118.94
M, g/mol: 955.1
LUMO energy, eV: 2.2
Net charge: -1
E_HOMO, eV: -5.703

The geometry in XYZ format:
```
88
C36H34AsBaN6O8S2 (wB97M-V/def2-TZVPD)
Ba 0.5545 0.9533 0.9295
C -3.4388 -0.3615 -1.2063
N -2.4079 0.5934 -1.5920
C -1.9032 0.4287 -2.9441
C -0.6074 -0.3389 -3.0907
C -0.4874 -1.3366 -4.0521
C 0.7479 -1.9330 -4.2512
C 1.8167 -1.5223 -3.4756
C 1.6009 -0.5168 -2.5441
N 0.4272 0.0737 -2.3673
C -2.7726 1.9803 -1.3337
C -3.1973 2.2325 0.0895
C -4.3616 2.9475 0.3481
C -4.7591 3.1357 1.6627
C -3.9862 2.5876 2.6673
C -2.8243 1.9161 2.3165
N -2.4323 1.7405 1.0619
C -2.9657 -1.5420 -0.3835
C -3.3176 -2.8377 -0.7438
C -2.9596 -3.8877 0.0877
C -2.2576 -3.6097 1.2459
C -1.9474 -2.2832 1.5212
N -2.3001 -1.2728 0.7370
H -4.1739 0.1621 -0.5908
H -3.9732 -0.7459 -2.0883
H -2.6593 -0.0404 -3.5919
H -1.7065 1.4231 -3.3549
H -1.3463 -1.6348 -4.6419
H 0.8677 -2.7170 -4.9894
H 2.7902 -1.9825 -3.5839
H 2.4111 -0.1350 -1.9312
H -1.8900 2.5857 -1.5304
H -3.5805 2.3233 -2.0046
H -4.9476 3.3469 -0.4703
H -5.6555 3.6988 1.8902
H -4.2578 2.7091 3.7071
H -2.1705 1.5082 3.0785
H -3.8673 -3.0212 -1.6596
H -3.2166 -4.9074 -0.1731
H -1.9441 -4.3951 1.9206
H -1.3983 -2.0315 2.4201
C 7.4755 -3.2089 1.5762
C 6.0449 -2.7675 1.7318
C 5.2289 -3.3121 2.7183
C 3.9050 -2.9175 2.8390
C 3.3877 -1.9744 1.9694
C 4.1888 -1.4059 0.9909
C 5.5090 -1.8049 0.8777
S 1.6640 -1.4964 2.0825
O 1.0247 -2.4244 2.9899
O 1.6790 -0.1244 2.5371
N 1.0523 -1.5200 0.6271
C 0.8148 -2.7425 0.0245
C 1.3789 -3.9777 0.4453
C 1.0987 -5.1339 -0.2427
C 0.2411 -5.0892 -1.3361
C -0.2919 -3.8575 -1.6563
N -0.0199 -2.7240 -1.0223
H 7.7829 -3.8470 2.4039
H 8.1480 -2.3508 1.5399
H 7.6006 -3.7692 0.6475
H 5.6303 -4.0539 3.3987
H 3.2569 -3.3349 3.6002
H 3.7733 -0.6491 0.3342
H 6.1387 -1.3631 0.1138
H 2.0047 -4.0119 1.3187
H 1.5334 -6.0730 0.0801
H -0.0021 -5.9763 -1.9059
H -0.9969 -3.7623 -2.4775
O -1.5743 4.5165 2.9258
As 0.1369 4.1752 2.2891
O 1.0378 5.0891 3.2848
O 0.1940 2.5338 2.3844
C -0.3450 4.9925 0.5959
C -0.8230 6.2923 0.6833
C -1.3018 6.9489 -0.4389
C -1.2985 6.2927 -1.6631
C -0.7755 5.0152 -1.7709
C -0.2930 4.3526 -0.6422
S 2.0307 3.1323 -0.4889
O 2.2980 1.6958 -0.2787
O 2.1462 3.9238 0.7301
O 0.2425 3.1042 -0.7863
H -1.4895 4.2922 3.8631
H -0.8207 6.7654 1.6575
H -1.6827 7.9595 -0.3637
H -1.6950 6.7830 -2.5443
H -0.7411 4.5144 -2.7317
```

# 6
Formula: C36H34AsNO6P2PdS3
Source: OMol25
Level of theory: wB97M-V/def2-TZVPD

Output
Orbital gap, eV: 6.1
Energy above the lowest of the compared OMol25 structures with the same formula, charge and spin, kcal/mol: 44.33
M, g/mol: 916.2
LUMO energy, eV: -2.1
Net charge: 0
E_HOMO, eV: -8.130

The geometry in XYZ format:
```
84
C36H34AsNO6P2PdS3 (wB97M-V/def2-TZVPD)
Pd -1.0590 -0.3599 -0.2067
S -0.4392 0.4772 2.9366
P 1.2222 0.1802 1.7281
C 0.9310 0.0525 0.0751
P 1.5402 0.0460 -1.4884
S -0.3061 0.1507 -2.2999
C 2.6137 1.3888 -2.0353
C 3.2074 1.3354 -3.2986
C 3.9302 2.4180 -3.7709
C 4.0569 3.5613 -2.9906
C 3.4454 3.6263 -1.7476
C 2.7142 2.5460 -1.2751
C 2.4541 -1.4915 -1.8257
C 3.8231 -1.5291 -2.0752
C 4.4696 -2.7500 -2.2157
C 3.7506 -3.9318 -2.1076
C 2.3842 -3.8942 -1.8553
C 1.7331 -2.6806 -1.7156
C 2.0655 -1.3148 2.2958
C 3.1436 -1.7648 1.5338
C 3.8126 -2.9178 1.9040
C 3.4116 -3.6238 3.0315
C 2.3401 -3.1781 3.7891
C 1.6636 -2.0222 3.4235
C 2.2808 1.5967 2.1441
C 1.6893 2.8589 2.1778
C 2.4738 3.9804 2.3786
C 3.8479 3.8511 2.5513
C 4.4349 2.5963 2.5333
C 3.6525 1.4649 2.3358
H 3.0951 0.4534 -3.9185
H 4.3889 2.3728 -4.7502
H 4.6229 4.4068 -3.3608
H 3.5248 4.5211 -1.1431
H 2.2110 2.6085 -0.3223
H 4.3966 -0.6135 -2.1352
H 5.5340 -2.7746 -2.4133
H 4.2547 -4.8835 -2.2212
H 1.8181 -4.8127 -1.7659
H 0.6661 -2.6617 -1.5158
H 3.4499 -1.2340 0.6424
H 4.6394 -3.2712 1.3005
H 3.9330 -4.5293 3.3145
H 2.0228 -3.7325 4.6625
H 0.8165 -1.6827 4.0040
H 0.6192 2.9611 2.0329
H 2.0110 4.9590 2.4033
H 4.4573 4.7315 2.7113
H 5.5019 2.4911 2.6814
H 4.1164 0.4891 2.3394
O -2.8962 -0.4262 3.6570
As -2.5523 0.5047 2.1997
O -3.3529 1.8681 2.4237
O -1.4879 1.5347 0.1894
C -2.5487 1.7323 -0.6414
C -2.5862 2.9980 -1.2431
C -3.5505 3.3042 -2.1762
C -4.4782 2.3362 -2.5395
C -4.4701 1.1051 -1.9192
C -3.5457 0.7614 -0.9248
S -2.9290 -2.0911 -1.2770
O -2.8001 -1.5549 -2.6170
O -3.6828 -3.3094 -1.1342
O -1.5561 -2.3017 -0.6154
H -2.4111 -1.2602 3.6749
H -1.8163 3.7060 -0.9683
H -3.5644 4.2837 -2.6382
H -5.2124 2.5412 -3.3082
H -5.1971 0.3711 -2.2270
C -5.9198 0.1357 0.8316
C -5.1377 -1.0258 0.1879
C -5.9647 -1.5026 -1.0330
C -5.0811 -2.1419 1.2526
C -3.6725 -0.5244 -0.1386
N -2.6890 -0.6411 0.9256
H -6.9240 -0.2105 1.0835
H -6.0137 0.9881 0.1573
H -5.4483 0.4870 1.7518
H -6.6282 -2.3059 -0.7120
H -5.3811 -1.8904 -1.8573
H -6.6012 -0.7001 -1.4083
H -6.1049 -2.4221 1.5075
H -4.5990 -1.7949 2.1659
H -4.5637 -3.0247 0.8945
```